1.
The following is a DFT calculation (ωB97M-V/def2-TZVPD) of a cluster of 2 separate species, C5H4ClO2 in total at a distorted geometry.

The geometry in XYZ format:
```
12
Properties=species:S:1:pos:R:3:nbo_charge:R:1
H 0.25671 0.91641 -0.89594 0.18
C -0.83373 -0.45986 0.52915 -0.44
H 1.34742 -0.27963 -0.38793 0.19
C 0.31881 -0.08125 -0.48256 -0.45
O -3.14990 -3.01778 0.48541 -0.55
C -1.36691 -1.90684 -1.53453 -0.35
O -4.33369 -1.93674 -1.17084 -0.57
H -0.80455 -1.03201 1.41244 0.20
C -0.71537 -1.05130 -0.81753 -0.24
H -1.57232 0.36870 0.37843 0.19
Cl -0.81480 -2.15766 -3.22628 -0.22
C -3.67482 -2.49534 -0.38590 1.06
```

For the total energy, the calculation gives -803.5399 hartree. The calculation puts the HOMO energy at -2.6 eV. The lowest unoccupied orbital energy comes out at 0.1399 Ha. As for the charge: -1. The calculation puts the strongest force on any atom at 3.4 eV/Å. The molar mass comes out at 131.5 u.



2.
The following is a DFT calculation (ωB97M-V/def2-TZVPD) of a structure of composition C10H26INNbO4S at a distorted geometry.

The geometry in XYZ format:
```
44
Properties=species:S:1:pos:R:3:nbo_charge:R:1
C -1.94842 0.09798 -1.81925 -0.48
C -1.23900 -0.96616 0.35651 -0.94
H 4.48172 1.77432 -0.11940 0.36
H -1.70538 -1.21220 1.31705 0.24
H -6.16872 4.14340 0.88926 0.21
S -4.58234 1.76151 2.69974 2.56
H 1.15813 -3.09011 -0.52691 0.20
H -1.14577 -0.54665 -2.16933 0.22
H 6.28203 -1.05360 -0.74371 0.20
H 5.08906 -3.23129 -0.99446 0.19
C -2.08072 0.13091 -0.30329 -0.44
C 5.38460 -1.16369 -1.36051 -0.40
H 2.89322 -1.65306 -2.00251 0.20
H -7.39481 2.42381 2.13030 0.19
H 1.41630 0.37604 -0.78736 -0.40
H 0.79616 -1.27435 2.44607 -0.38
N 5.12163 0.99632 -0.24477 -0.85
Nb 0.98738 -0.67556 0.69519 1.48
I -1.53559 1.98275 -2.72535 0.01
C 4.53727 -2.30958 -0.78709 -0.40
H -1.31659 -1.87444 -0.26724 0.19
H -3.14071 -0.02942 -0.06001 0.18
H -2.86187 -0.18642 -2.33536 0.20
H -7.19837 1.60224 0.55226 0.21
H 0.64600 1.03025 1.33024 -0.27
O -4.82921 1.86992 4.08767 -0.91
H 4.49217 -2.22540 0.30566 0.20
C 2.01393 -2.47525 -0.20419 -0.92
H 5.07978 0.75848 -2.31860 0.17
H 2.44627 -2.99139 0.66977 0.22
H -1.84806 1.11692 0.09163 0.23
O -4.78995 3.20541 2.06448 -0.69
C -6.68113 2.07076 1.38484 -0.10
C -5.71132 3.16118 0.96612 -0.10
C 3.08990 -2.46306 -1.29693 -0.40
H 4.91497 0.43960 0.57916 0.36
H 3.65865 0.11655 -1.51331 0.20
H 5.73872 -1.46786 -2.35281 0.18
O -3.41288 1.16005 2.20112 -0.88
H 2.58226 -0.15717 1.47492 -0.31
C 4.74135 0.22321 -1.42883 -0.23
H 3.03954 -3.38806 -1.88944 0.17
O -5.82270 1.07931 1.96061 -0.69
H -5.17752 2.91378 0.04807 0.21
```

For the total energy, the calculation gives -1504.9470 hartree. The calculation puts the HOMO energy at -4.4 eV. The lowest unoccupied orbital energy comes out at 0.0770 Ha. As for the charge: -1. The calculation puts the strongest force on any atom at 1.8 eV/Å. The molar mass comes out at 476.2 u.



3.
The following is a DFT calculation (ωB97M-V/def2-TZVPD) of a structure of composition C3H2O3 at a distorted geometry.

The geometry in XYZ format:
```
8
Properties=species:S:1:pos:R:3:nbo_charge:R:1
H 1.71508 -1.48890 0.39454 0.50
C -0.64771 -0.08708 0.83348 0.74
O 1.57811 -0.88004 -0.34262 -0.64
O -0.97273 -0.62097 1.83879 -0.50
O -1.34759 0.92312 0.12676 -0.54
C -0.37860 0.89533 -0.90322 0.11
C 0.46055 -0.18596 -0.13702 0.10
H -0.40711 1.44451 -1.81070 0.22
```

For the total energy, the calculation gives -341.1232 hartree. The calculation puts the HOMO energy (spin up / spin down) at -8.4 / -8.4 eV. The lowest unoccupied orbital energy (spin up / spin down) comes out at -0.0125 / -0.0128 Ha. The calculation puts the strongest force on any atom at 8.5 eV/Å. The molar mass comes out at 86.0 u.